[1]
Formula: C2H5NO2S
Source: the OMol25 dataset
Level of theory: wB97M-V/def2-TZVPD

```
11
Properties=species:S:1:pos:R:3
S -1.47164 -0.81620 -0.48268
O -0.90665 1.86621 0.21085
O 1.76993 1.05838 -0.85334
N 1.37606 -1.02773 0.00845
C 1.16883 0.24683 -0.23385
C -0.71329 0.52099 0.50203
H -0.71184 1.92168 -0.73734
H -2.82899 -0.94324 0.00238
H -0.52892 0.18435 1.50343
H 0.66070 -1.60773 0.40963
H 2.18580 -1.40354 -0.32956
```

The HOMO energy (alpha / beta) is -4.831 / -9.822 eV. As for the expectation value of S²: 2.01. The value obtained for the energy is -18569.6175 eV. The value obtained for the frontier orbital gap (alpha / beta) is 5.45 / 7.83 eV. The energy relative to the best compared isomer or geometry (same formula, charge and spin) is 36.9 kcal per mole. Its spin multiplicity is 3.


[2]
Formula: C2H5NO3
Source: the OMol25 dataset
Level of theory: wB97M-V/def2-TZVPD

```
11
Properties=species:S:1:pos:R:3
O 1.56358 1.68304 0.20266
O 0.26489 0.08034 1.08393
O 0.22819 2.09456 1.90745
N 0.09795 -1.27945 -1.03435
C 0.74127 1.29236 0.97632
C -1.15742 -1.56811 -1.16145
H 0.52815 -0.94306 -1.97180
H 0.38414 -0.62806 0.35152
H -1.75041 -1.73915 -0.23268
H -1.77105 -1.72721 -2.04210
H 0.87070 2.73475 1.92050
```

The HOMO energy is -10.289 eV. The value obtained for the energy is -9787.1186 eV. The value obtained for the frontier orbital gap is 10.63 eV. The energy relative to the best compared isomer or geometry (same formula, charge and spin) is 24.7 kcal per mole. Its SMILES is O=C(O)O.C=N.


[3]
Formula: C2H5NO3
Source: the OMol25 dataset
Level of theory: wB97M-V/def2-TZVPD

```
11
Properties=species:S:1:pos:R:3
O -0.36195 -0.53243 -0.13107
O -0.06608 1.75203 -0.20752
O 2.13949 -0.73388 -0.37602
N 1.75520 0.42070 0.38056
C -1.79529 -0.44614 0.07855
C 0.30706 0.64020 -0.17048
H -2.27310 -1.42046 -0.24244
H -1.83388 0.01063 0.93446
H 2.23844 1.22701 -0.12886
H 2.24632 -1.12160 0.55647
H -2.35621 0.20394 -0.69365
```

The HOMO energy is -10.122 eV. The value obtained for the energy is -9784.1946 eV. The value obtained for the frontier orbital gap is 10.89 eV. The energy relative to the best compared isomer or geometry (same formula, charge and spin) is 92.1 kcal per mole. Its SMILES is COC(=O)NO.


[4]
Formula: C2H5NO3S
Source: the OMol25 dataset
Level of theory: wB97M-V/def2-TZVPD

```
12
Properties=species:S:1:pos:R:3
S -1.13942 0.69551 0.75769
O 0.51275 0.06506 0.94997
O -0.96995 2.01529 1.65782
O -1.27094 1.02546 -0.63753
N 0.61385 -0.80495 -1.23615
C -0.57661 -1.16893 -1.18477
C 1.38420 -0.24829 -0.14942
H -1.24465 -1.27406 -0.33532
H -0.47075 1.59191 2.45173
H 2.11421 -1.01290 0.18720
H 1.97007 0.68073 -0.39487
H -0.92276 -1.56483 -2.06636
```

The HOMO energy is -9.478 eV. The value obtained for the energy is -20619.8964 eV. The value obtained for the frontier orbital gap is 9.93 eV. The energy relative to the best compared isomer or geometry (same formula, charge and spin) is 83.9 kcal per mole.


[5]
Formula: C2H5NO4S2
Source: the OMol25 dataset
Level of theory: wB97M-V/def2-TZVPD

```
14
Properties=species:S:1:pos:R:3
S -1.05275 2.70254 0.70629
S -1.32746 -1.17955 -0.03177
O -1.88528 0.25395 0.46281
O -2.45029 -1.95416 -0.32850
O -0.54362 -0.61606 -1.34864
O -0.36956 -1.79921 0.81624
N 1.98548 -0.18113 0.75032
C -0.13482 0.70144 -1.05737
C -1.02734 1.19388 0.03696
H 0.91997 1.06534 -0.72580
H -0.37525 1.37085 -1.93892
H 2.64648 -0.60925 0.18668
H 2.38332 -0.13227 1.72359
H 1.23112 -0.81637 0.74811
```

The HOMO energy (alpha / beta) is -9.691 / -9.690 eV. The value obtained for the energy is -33503.5779 eV. The value obtained for the frontier orbital gap (alpha / beta) is 9.08 / 9.08 eV. The energy relative to the best compared isomer or geometry (same formula, charge and spin) is 18.3 kcal per mole.


[6]
Formula: C2H5NOS
Source: the OMol25 dataset
Level of theory: wB97M-V/def2-TZVPD

```
10
Properties=species:S:1:pos:R:3
S -2.88504 0.16575 -0.00381
O 1.02173 0.84516 -0.16362
N -1.05963 -0.02909 -0.27671
C 1.63603 -0.48722 0.02697
C -0.25300 1.02407 -0.09486
H -3.20943 -1.11616 -0.21814
H 2.67989 -0.52926 0.04035
H 1.25619 -0.80798 1.10377
H 1.24680 -1.16921 -0.77430
H -0.43353 2.10393 0.36035
```

The HOMO energy is -8.588 eV. The value obtained for the energy is -16525.5437 eV. The value obtained for the frontier orbital gap is 9.42 eV. The energy relative to the best compared isomer or geometry (same formula, charge and spin) is 65.4 kcal per mole. Its SMILES is CO/C=N/S.


[7]
Formula: C2H5NOS
Source: the OMol25 dataset
Level of theory: wB97M-V/def2-TZVPD

```
10
Properties=species:S:1:pos:R:3
S -1.09283 -3.08299 -0.82650
O -0.24106 -4.12149 -1.39431
N -0.68114 -0.56035 0.43217
C -0.18297 -1.79044 -0.56810
C 0.23256 0.47260 0.28022
H -0.19384 1.31686 0.60724
H -1.72880 -0.36596 0.25003
H 0.94830 -1.67757 -0.70264
H 0.54903 0.67976 -0.75414
H 1.17161 0.28267 0.82432
```

The HOMO energy is -8.786 eV. The value obtained for the energy is -16524.7853 eV. The value obtained for the frontier orbital gap is 8.74 eV. The energy relative to the best compared isomer or geometry (same formula, charge and spin) is 82.9 kcal per mole.


[8]
Formula: C2H5NOS
Source: the OMol25 dataset
Level of theory: wB97M-V/def2-TZVPD

```
10
Properties=species:S:1:pos:R:3
S -1.90948 -0.04833 0.59398
O 0.76967 1.42905 0.21710
N 0.85094 0.68174 -0.96849
C -0.33979 -0.95197 0.44317
C 0.45200 -0.49005 -0.72737
H -1.25706 1.04642 0.14439
H 0.22730 -0.67869 1.38826
H 1.29767 2.19948 0.06404
H -0.58161 -2.07964 0.43471
H 0.49037 -1.10800 -1.58978
```

The HOMO energy is -9.034 eV. The value obtained for the energy is -16525.6206 eV. The value obtained for the frontier orbital gap is 9.84 eV. The energy relative to the best compared isomer or geometry (same formula, charge and spin) is 63.7 kcal per mole. Its SMILES is O/N=C\CS.